# 1
# C52H104O39

13 unconnected molecules or ions with the total composition C52H104O39 in a non-equilibrium geometry (ωB97M-V/def2-TZVPD, the Open Molecules 2025 dataset).

Results
Gap between HOMO and LUMO   10.41 eV
Max |F|   4.96 eV/A
LUMO   0.041 eV
2S+1   1

Last column: Mulliken charge in e.
Cartesian coordinates (Å):
1 C 1.264 9.081 -7.604  -1.0688
2 C 2.501 8.625 -8.380  -0.1961
3 O 2.761 7.236 -8.248  -0.3040
4 C 3.197 6.817 -7.072  0.7285
5 O 3.369 7.538 -6.130  -0.5678
6 O 3.447 5.530 -7.141  -0.3286
7 C 3.959 4.626 -6.219  -0.5988
8 H 1.123 8.699 -6.593  0.3334
9 H 0.361 8.926 -8.195  0.3047
10 H 1.326 10.156 -7.434  0.3173
11 H 3.385 9.212 -8.134  0.3247
12 H 2.180 8.907 -9.383  0.2746
13 H 3.323 4.602 -5.334  0.2863
14 H 4.926 5.056 -5.960  0.3017
15 H 3.972 3.672 -6.747  0.1933
16 C -6.509 -9.627 1.238  -1.1539
17 C -6.851 -8.131 1.488  -0.2256
18 O -6.052 -7.546 2.444  -0.2738
19 C -5.479 -6.280 2.455  0.7108
20 O -5.663 -5.382 1.634  -0.5654
21 O -4.703 -6.223 3.594  -0.2854
22 C -4.187 -4.996 4.035  -0.6433
23 H -6.993 -10.188 0.439  0.3432
24 H -6.726 -10.068 2.211  0.3131
25 H -5.491 -10.015 1.273  0.3444
26 H -7.887 -8.016 1.808  0.2903
27 H -6.896 -7.612 0.531  0.3195
28 H -4.854 -4.147 3.887  0.2893
29 H -3.168 -4.922 3.655  0.2724
30 H -3.915 -4.970 5.090  0.2676
31 C 1.076 12.424 2.979  -1.0280
32 C 1.447 10.891 2.777  -0.2176
33 O 0.536 9.952 2.163  -0.3466
34 C -0.709 9.642 2.676  0.7303
35 O -1.438 8.826 2.163  -0.5556
36 O -0.932 10.270 3.856  -0.3029
37 C -2.081 10.117 4.689  -0.7152
38 H 0.005 12.579 3.108  0.2974
39 H 1.368 13.014 2.110  0.3154
40 H 1.583 12.845 3.848  0.3081
41 H 1.477 10.631 3.835  0.2312
42 H 2.462 10.730 2.414  0.4029
43 H -2.922 9.755 4.097  0.3261
44 H -2.362 10.966 5.312  0.2739
45 H -1.949 9.313 5.412  0.2800
46 C 6.173 6.938 -0.071  -1.0354
47 C 7.320 6.218 0.622  -0.2606
48 O 8.174 7.156 1.370  -0.2871
49 C 9.252 6.661 2.005  0.7319
50 O 9.620 5.468 1.907  -0.5754
51 O 9.817 7.661 2.777  -0.2878
52 C 10.909 7.210 3.563  -0.6908
53 H 5.692 6.203 -0.717  0.3448
54 H 6.468 7.878 -0.536  0.3011
55 H 5.527 7.152 0.780  0.2455
56 H 7.880 5.631 -0.106  0.3066
57 H 7.071 5.505 1.407  0.3277
58 H 11.782 7.353 2.926  0.3028
59 H 10.935 6.252 4.082  0.3089
60 H 11.049 7.915 4.382  0.2683
61 C 7.150 -5.199 6.875  -1.0528
62 C 6.292 -5.702 5.729  -0.2283
63 O 5.153 -6.439 6.070  -0.3037
64 C 3.921 -5.851 6.367  0.6930
65 O 3.700 -4.661 6.322  -0.5435
66 O 3.037 -6.834 6.810  -0.2743
67 C 1.733 -6.448 7.164  -0.6614
68 H 7.784 -6.053 7.115  0.2935
69 H 6.562 -4.855 7.726  0.3053
70 H 7.782 -4.330 6.691  0.3223
71 H 6.803 -6.421 5.089  0.2790
72 H 5.862 -4.912 5.112  0.3481
73 H 1.683 -6.555 8.248  0.2698
74 H 1.056 -7.181 6.725  0.2059
75 H 1.450 -5.459 6.803  0.3477
76 C 0.585 4.255 5.242  -1.1595
77 C 1.974 4.869 5.059  -0.2797
78 O 2.959 4.353 5.886  -0.2347
79 C 4.177 4.867 5.845  0.7824
80 O 4.561 5.845 5.196  -0.5912
81 O 4.967 4.194 6.805  -0.3345
82 C 6.318 4.491 7.163  -0.5968
83 H 0.164 4.354 6.243  0.2998
84 H 0.697 3.196 5.011  0.3030
85 H -0.103 4.473 4.425  0.3731
86 H 2.032 5.947 4.909  0.4123
87 H 2.279 4.674 4.031  0.2441
88 H 6.874 3.564 7.305  0.2287
89 H 6.465 5.032 8.097  0.2406
90 H 6.720 4.964 6.267  0.3129
91 C 3.633 -2.818 -4.078  -1.0387
92 C 3.197 -1.930 -2.932  -0.2951
93 O 2.009 -1.194 -3.118  -0.2729
94 C 0.800 -1.832 -3.059  0.7186
95 O 0.609 -3.041 -2.901  -0.5932
96 O -0.159 -0.952 -3.255  -0.2600
97 C -1.469 -1.332 -3.028  -0.6286
98 H 3.742 -2.225 -4.986  0.2713
99 H 2.888 -3.612 -4.122  0.3079
100 H 4.609 -3.230 -3.822  0.3622
101 H 3.965 -1.162 -3.023  0.2897
102 H 3.381 -2.349 -1.943  0.3298
103 H -1.869 -2.192 -3.565  0.2973
104 H -1.972 -0.375 -3.171  0.1978
105 H -1.538 -1.650 -1.987  0.3115
106 C -2.986 -14.297 -1.043  -1.0475
107 C -2.069 -13.204 -1.610  -0.2428
108 O -2.353 -11.908 -1.084  -0.2367
109 C -1.407 -10.946 -1.078  0.7298
110 O -0.207 -11.014 -1.305  -0.5903
111 O -2.065 -9.824 -0.846  -0.2845
112 C -1.415 -8.554 -1.072  -0.6529
113 H -3.087 -15.083 -1.791  0.3222
114 H -3.914 -13.729 -0.990  0.2781
115 H -2.748 -14.674 -0.049  0.3051
116 H -2.114 -13.148 -2.697  0.3230
117 H -1.106 -13.498 -1.190  0.2676
118 H -2.130 -7.742 -1.205  0.2658
119 H -0.858 -8.547 -2.009  0.3089
120 H -0.648 -8.373 -0.319  0.2523
121 C -1.474 3.164 -13.782  -1.1472
122 C -2.611 2.814 -12.846  -0.1239
123 O -2.538 3.537 -11.642  -0.3419
124 C -1.755 3.182 -10.607  0.7778
125 O -1.014 2.207 -10.590  -0.5836
126 O -1.914 3.995 -9.563  -0.3118
127 C -1.122 3.800 -8.407  -0.7129
128 H -0.533 2.794 -13.376  0.2985
129 H -1.337 4.205 -14.076  0.3086
130 H -1.513 2.684 -14.760  0.3752
131 H -2.653 1.733 -12.713  0.2942
132 H -3.570 3.107 -13.271  0.2656
133 H -0.107 3.413 -8.493  0.3339
134 H -1.664 3.235 -7.648  0.2653
135 H -1.143 4.748 -7.869  0.3015
136 C -4.709 0.227 -7.047  -1.1108
137 C -5.664 1.474 -6.953  -0.2583
138 O -6.186 1.536 -5.649  -0.2576
139 C -6.020 2.672 -4.851  0.7411
140 O -5.588 3.754 -5.173  -0.5626
141 O -6.402 2.395 -3.633  -0.3135
142 C -6.589 3.352 -2.610  -0.6279
143 H -4.385 -0.109 -8.032  0.3864
144 H -5.291 -0.641 -6.736  0.3279
145 H -3.804 0.381 -6.461  0.2483
146 H -6.462 1.339 -7.683  0.2641
147 H -5.189 2.413 -7.238  0.3380
148 H -5.701 3.830 -2.196  0.2782
149 H -7.050 2.751 -1.826  0.2396
150 H -7.306 4.119 -2.901  0.3079
151 C -6.851 0.258 3.222  -1.2530
152 C -8.099 -0.527 3.406  -0.0873
153 O -8.488 -0.375 4.752  -0.2437
154 C -9.727 0.071 5.047  0.6927
155 O -10.641 0.434 4.261  -0.5878
156 O -9.773 0.258 6.437  -0.3038
157 C -10.810 0.980 7.064  -0.6223
158 H -6.144 0.361 4.045  0.3473
159 H -7.034 1.300 2.957  0.3476
160 H -6.260 -0.172 2.413  0.3459
161 H -7.971 -1.608 3.344  0.3083
162 H -8.742 -0.123 2.624  0.2511
163 H -10.742 0.812 8.139  0.2236
164 H -11.802 0.724 6.691  0.2981
165 H -10.713 2.035 6.808  0.2839
166 C 0.134 4.102 -1.106  -1.0865
167 C -0.587 3.067 -0.243  -0.3016
168 O 0.441 2.092 0.122  -0.2314
169 C 0.185 1.155 0.997  0.7880
170 O -0.968 0.936 1.483  -0.6237
171 O 1.268 0.295 1.144  -0.3110
172 C 1.191 -0.864 1.871  -0.6229
173 H 1.161 4.260 -0.776  0.3026
174 H -0.459 5.016 -1.094  0.3817
175 H -0.006 3.729 -2.121  0.2656
176 H -1.479 2.582 -0.641  0.3604
177 H -1.045 3.662 0.547  0.2751
178 H 0.600 -0.728 2.776  0.3162
179 H 2.248 -1.035 2.076  0.2361
180 H 0.856 -1.702 1.260  0.2525
181 C 2.237 -12.070 5.010  -1.0570
182 C 2.493 -10.949 3.860  -0.1580
183 O 3.802 -10.890 3.324  -0.3299
184 C 4.217 -9.952 2.413  0.7893
185 O 5.364 -9.915 2.049  -0.5683
186 O 3.344 -9.008 2.322  -0.3469
187 C 3.711 -7.755 1.752  -0.6627
188 H 3.219 -12.301 5.425  0.3229
189 H 1.765 -12.951 4.574  0.2753
190 H 1.699 -11.712 5.888  0.3382
191 H 2.317 -10.002 4.370  0.1788
192 H 1.738 -10.826 3.082  0.3714
193 H 3.619 -7.770 0.666  0.2804
194 H 4.683 -7.456 2.143  0.3283
195 H 3.027 -7.010 2.157  0.2363

=====

# 2
# C52H128N8O2S

9 unconnected molecules or ions with the total composition C52H128N8O2S in a non-equilibrium geometry (ωB97M-V/def2-TZVPD, the Open Molecules 2025 dataset).

Results
Gap between HOMO and LUMO   8.37 eV
SMILES   O=S1(=O)CCCC1.CCN(CC)CC.CCN(CC)CC.CCN(CC)CC.CCN(CC)CC.CCN(CC)CC.CCN(CC)CC.CCN(CC)CC.CCN(CC)CC
Max |F|   2.52 eV/A
LUMO   0.345 eV
2S+1   1

Last column: Mulliken charge in e.
Cartesian coordinates (Å):
1 O -6.514 -3.140 -0.557  -0.5908
2 S -5.740 -4.278 -0.134  1.0644
3 O -5.861 -5.585 -0.781  -0.6798
4 C -3.957 -3.770 -0.207  -0.4223
5 C -3.433 -3.969 1.226  -0.5036
6 C -4.555 -3.621 2.157  0.2659
7 C -5.759 -4.450 1.712  -0.8975
8 H -4.045 -2.732 -0.521  0.0345
9 H -3.394 -4.415 -0.874  0.4869
10 H -3.012 -4.969 1.339  0.4208
11 H -2.591 -3.283 1.359  -0.0134
12 H -4.743 -2.551 2.033  -0.4525
13 H -4.196 -3.790 3.174  0.4419
14 H -6.706 -4.104 2.120  0.4984
15 H -5.579 -5.484 2.004  0.3922
16 C -6.462 3.738 0.593  -0.5431
17 C -6.124 2.245 0.565  0.4644
18 N -6.108 1.532 1.839  0.2148
19 C -5.395 0.278 1.621  -0.7337
20 C -3.874 0.480 1.718  -0.0810
21 C -7.456 1.233 2.353  -0.2005
22 C -7.474 0.939 3.821  -1.3726
23 H -7.433 4.064 0.971  0.4444
24 H -6.527 4.043 -0.456  -0.1253
25 H -5.672 4.312 1.067  0.0247
26 H -6.709 1.632 -0.138  0.2431
27 H -5.135 2.224 0.105  -0.5098
28 H -5.696 -0.389 2.431  0.4438
29 H -5.673 -0.225 0.679  0.2217
30 H -3.440 0.909 0.815  -0.5293
31 H -3.723 1.004 2.658  0.4607
32 H -3.420 -0.519 1.737  0.0213
33 H -7.916 0.394 1.813  0.2549
34 H -8.020 2.156 2.191  0.3932
35 H -8.467 0.964 4.264  0.4029
36 H -6.769 1.570 4.373  0.3401
37 H -7.027 -0.030 4.082  0.2751
38 C 7.037 0.328 -0.799  -1.6911
39 C 6.315 -0.020 0.542  0.1071
40 N 7.314 -0.350 1.570  0.1150
41 C 7.744 -1.750 1.390  -0.1068
42 C 8.865 -2.094 2.368  -1.4066
43 C 6.650 -0.234 2.886  0.3862
44 C 7.428 0.712 3.789  -1.6021
45 H 7.881 0.902 -0.401  0.5768
46 H 6.565 1.059 -1.450  0.3981
47 H 7.480 -0.557 -1.248  0.2772
48 H 5.861 0.931 0.836  0.4404
49 H 5.447 -0.682 0.438  -0.1396
50 H 6.970 -2.518 1.541  0.1616
51 H 8.064 -1.976 0.371  0.3749
52 H 8.533 -2.151 3.405  0.2798
53 H 9.240 -3.085 2.092  0.4501
54 H 9.766 -1.480 2.404  0.3287
55 H 6.576 -1.184 3.422  0.0455
56 H 5.629 0.156 2.867  -0.0278
57 H 6.916 0.806 4.759  0.4434
58 H 7.432 1.747 3.439  0.3138
59 H 8.445 0.456 4.087  0.3172
60 C 1.301 -4.923 7.565  -1.0038
61 C 2.746 -4.413 7.679  -0.7125
62 N 3.388 -3.930 6.464  0.0798
63 C 3.675 -5.062 5.552  -0.4932
64 C 4.567 -4.628 4.405  -1.1964
65 C 2.717 -2.812 5.826  0.4469
66 C 2.744 -1.571 6.739  -1.6854
67 H 0.679 -4.293 6.928  0.2465
68 H 0.833 -4.890 8.549  0.3827
69 H 1.284 -5.927 7.141  0.2969
70 H 2.724 -3.605 8.417  0.3781
71 H 3.425 -5.159 8.095  0.4495
72 H 4.166 -5.831 6.154  0.4774
73 H 2.762 -5.599 5.260  0.3679
74 H 5.177 -3.778 4.722  0.2993
75 H 5.283 -5.429 4.206  0.4270
76 H 4.118 -4.321 3.461  0.1987
77 H 1.697 -3.108 5.543  0.2109
78 H 3.144 -2.490 4.877  -0.3350
79 H 1.840 -1.338 7.304  0.3302
80 H 2.843 -0.686 6.098  0.4019
81 H 3.613 -1.474 7.389  0.4474
82 C -2.323 2.187 -7.545  -1.3766
83 C -2.026 0.893 -6.795  0.2621
84 N -0.587 0.632 -7.006  0.2060
85 C 0.117 0.388 -5.750  -0.4998
86 C 0.301 1.616 -4.880  -0.5698
87 C -0.293 -0.391 -8.018  -0.7634
88 C -0.697 -1.799 -7.707  -0.9360
89 H -1.696 3.038 -7.296  0.2708
90 H -3.332 2.559 -7.295  0.3755
91 H -2.434 2.017 -8.617  0.3869
92 H -2.229 1.004 -5.729  -0.3507
93 H -2.633 0.040 -7.118  0.3795
94 H 1.134 0.074 -6.005  0.3356
95 H -0.449 -0.386 -5.214  0.4047
96 H -0.488 1.618 -4.124  -0.6161
97 H 0.254 2.509 -5.508  0.3934
98 H 1.241 1.742 -4.342  0.4640
99 H -0.690 -0.117 -9.001  0.3332
100 H 0.783 -0.290 -8.181  0.4489
101 H -0.282 -2.202 -6.774  0.1606
102 H -1.745 -2.082 -7.605  0.3106
103 H -0.222 -2.423 -8.472  0.3957
104 C 1.825 -4.482 -3.243  -0.9337
105 C 2.954 -3.904 -4.114  -0.7538
106 N 3.618 -2.774 -3.469  0.2479
107 C 4.375 -3.079 -2.231  0.0407
108 C 5.450 -4.148 -2.387  -1.4901
109 C 2.829 -1.553 -3.357  -0.4706
110 C 3.722 -0.423 -3.962  -1.2288
111 H 1.044 -5.002 -3.804  0.3788
112 H 1.353 -3.693 -2.656  0.1735
113 H 2.148 -5.248 -2.532  0.2892
114 H 3.728 -4.660 -4.245  0.4348
115 H 2.652 -3.562 -5.103  0.4467
116 H 4.750 -2.093 -1.950  0.1264
117 H 3.622 -3.423 -1.507  0.1902
118 H 5.936 -4.369 -1.437  0.3815
119 H 4.976 -5.022 -2.824  0.3854
120 H 6.263 -3.807 -3.032  0.3421
121 H 2.486 -1.411 -2.329  0.2596
122 H 2.021 -1.612 -4.088  0.2694
123 H 4.101 -0.830 -4.900  0.4277
124 H 4.533 -0.079 -3.322  0.1877
125 H 3.178 0.460 -4.315  0.2707
126 C -4.694 0.438 -2.337  -0.9692
127 C -3.959 1.346 -3.287  0.1428
128 N -4.337 2.740 -3.046  0.8955
129 C -3.171 3.614 -2.963  -1.0906
130 C -2.556 3.483 -1.554  0.5618
131 C -5.301 3.150 -4.077  -0.3321
132 C -5.976 4.506 -3.803  -1.2035
133 H -4.308 -0.584 -2.428  0.5142
134 H -5.759 0.605 -2.499  0.2725
135 H -4.540 0.566 -1.261  -0.1436
136 H -2.867 1.228 -3.251  -0.7097
137 H -4.101 0.951 -4.304  0.4790
138 H -2.494 3.280 -3.767  0.1111
139 H -3.227 4.690 -3.139  0.5100
140 H -2.887 2.559 -1.071  -0.6577
141 H -1.474 3.445 -1.695  0.1839
142 H -2.912 4.213 -0.828  -0.0484
143 H -6.082 2.394 -4.157  0.3998
144 H -4.830 3.205 -5.068  -0.0135
145 H -6.758 4.783 -4.510  0.4359
146 H -5.255 5.325 -3.783  0.3179
147 H -6.472 4.514 -2.829  0.1120
148 C 0.601 7.193 0.213  -1.3942
149 C -0.307 6.731 1.336  -0.2441
150 N -0.912 5.446 1.044  0.4934
151 C 0.089 4.385 0.818  -0.2093
152 C 1.155 4.275 1.899  -1.3943
153 C -1.904 5.026 2.034  -0.3270
154 C -3.161 5.870 1.928  -1.1039
155 H 0.151 6.960 -0.756  0.2866
156 H 1.596 6.746 0.112  0.2876
157 H 0.778 8.269 0.255  0.4127
158 H 0.160 6.778 2.334  0.3563
159 H -1.044 7.532 1.439  0.3503
160 H -0.455 3.438 0.769  -0.1567
161 H 0.575 4.581 -0.137  0.5337
162 H 1.813 5.106 1.610  0.4225
163 H 0.998 4.453 2.963  0.2943
164 H 1.748 3.361 1.827  0.2021
165 H -1.448 4.874 3.023  0.4838
166 H -2.168 3.997 1.765  0.0252
167 H -3.927 5.751 2.696  0.4051
168 H -3.717 5.651 1.012  0.1394
169 H -2.960 6.937 1.813  0.2871
170 C 0.056 0.442 -1.079  -0.4794
171 C 1.269 0.639 -0.162  -0.6603
172 N 1.303 -0.144 1.079  0.7568
173 C 2.662 -0.252 1.663  -0.8952
174 C 2.994 -1.751 1.703  -0.2850
175 C 0.206 0.262 1.927  0.5259
176 C -0.184 -0.924 2.854  -1.5264
177 H -0.014 -0.614 -1.339  0.4020
178 H 0.124 1.143 -1.912  -0.0865
179 H -0.882 0.771 -0.624  -0.1156
180 H 2.177 0.411 -0.720  0.6536
181 H 1.231 1.698 0.146  -0.0778
182 H 2.494 0.234 2.630  0.3533
183 H 3.347 0.335 1.051  0.4894
184 H 3.295 -2.262 0.789  -0.4323
185 H 2.178 -2.257 2.207  0.5225
186 H 3.926 -1.778 2.289  -0.0196
187 H 0.285 1.206 2.497  0.0761
188 H -0.717 0.534 1.411  -0.3185
189 H -0.476 -1.745 2.200  0.3464
190 H 0.561 -1.198 3.598  0.1026
191 H -1.084 -0.634 3.406  0.5476

=====

Which value of 2S+1 does entry 2 give? 1